Arrangement A

Below is the molecule C2H3NO3, with properties calculated with ωB97M-V/def2-TZVPD.

Element x y z (Å)
1 C 0.79 0.13 -0.43
2 O 1.39 -0.93 0.25
3 O 1.05 1.36 0.01
4 H 1.44 -0.70 1.19
5 H 0.96 -0.03 -1.51
6 N -1.62 -0.67 -0.18
7 C -0.77 0.26 -0.13
8 O -1.01 1.47 0.19
9 H -2.23 -0.87 0.61

Values from the calculation:
Highest occupied orbital energy (alpha / beta) = -10.71 / -10.32 eV
HOMO-LUMO gap (alpha / beta) = 0.265 / 0.267 hartree

natural (NBO) atomic charge list, values in e, 2 entries: 0.2721 -0.6904

***

Arrangement B

Below is a cluster of 2 separate species, C2H3NO3 in total, with properties calculated with ωB97M-V/def2-TZVPD.

Element x y z (Å)
1 O -3.03 1.28 3.43
2 C -2.58 2.11 2.82
3 O -2.22 3.05 2.28
4 C -0.14 0.04 0.19
5 N -1.12 0.32 1.17
6 O -2.26 0.10 0.79
7 H 0.33 1.05 0.08
8 H 0.67 -0.51 0.85
9 H -0.36 -0.46 -0.67

Values from the calculation:
Highest occupied orbital energy = -9.73 eV
HOMO-LUMO gap = 0.351 hartree

natural (NBO) atomic charge list, values in e, 2 entries: -0.4988 1.0275

***

Decreasing stability: arrangement B, arrangement A

***

Arrangement A

Below is a cluster of 2 separate species, CH5OPS in total, with properties calculated with ωB97M-V/def2-TZVPD.

Element x y z (Å)
1 C 0.92 0.64 0.81
2 O -0.53 -1.54 0.10
3 P -0.56 0.12 -0.26
4 S -2.42 0.67 0.06
5 H 1.46 -0.34 0.73
6 H 1.34 1.55 0.33
7 H 0.33 1.03 1.64
8 H -1.36 -1.96 -0.16
9 H 0.80 -0.15 -3.23

Values from the calculation:
Highest occupied orbital energy (alpha / beta) = -9.36 / -8.27 eV
HOMO-LUMO gap (alpha / beta) = 0.286 / 0.299 hartree

natural (NBO) atomic charge list, values in e, 2 entries: -0.9385 -0.9907

***

Arrangement B

Below is a cluster of 2 separate species, CH5OPS in total, with properties calculated with ωB97M-V/def2-TZVPD.

Element x y z (Å)
1 C 1.29 0.66 0.17
2 P 0.27 1.92 1.07
3 S -1.53 1.17 1.05
4 H 0.71 -0.23 -0.08
5 H 2.13 0.38 0.80
6 H 1.68 1.12 -0.73
7 O -1.37 -2.02 -0.67
8 H -1.34 -1.59 -1.53
9 H -1.84 -1.42 -0.08

Values from the calculation:
Highest occupied orbital energy = -8.97 eV
HOMO-LUMO gap = 0.280 hartree

natural (NBO) atomic charge list, values in e, 2 entries: -1.0099 0.6842

***

Arrangement C

Below is a structure of composition CH5OPS, with properties calculated with ωB97M-V/def2-TZVPD.

Element x y z (Å)
1 C 0.67 -1.10 -0.24
2 O 0.73 1.84 -0.21
3 P -0.30 0.07 0.85
4 S -2.13 -0.01 -0.19
5 H 1.56 -1.27 0.36
6 H 0.95 -0.92 -1.30
7 H 0.03 -2.04 -0.25
8 H 0.96 2.41 0.45
9 H -2.46 1.02 0.52

Values from the calculation:
Highest occupied orbital energy = -9.39 eV
HOMO-LUMO gap = 0.328 hartree

natural (NBO) atomic charge list, values in e, 2 entries: -0.9760 -0.9660

***

Arrangement D

Below is a cluster of 2 separate species, CH5OPS in total, with properties calculated with ωB97M-V/def2-TZVPD.

Element x y z (Å)
1 C 1.12 -1.03 -0.46
2 O 0.45 -0.25 -1.32
3 P -0.86 1.54 0.62
4 S -1.73 0.26 -0.71
5 H 0.62 -1.98 -0.22
6 H 1.42 -0.52 0.48
7 H 2.04 -1.30 -1.01
8 H -1.11 0.89 1.83
9 H -1.95 2.40 0.79

Values from the calculation:
Highest occupied orbital energy (alpha / beta) = -9.26 / -9.44 eV
HOMO-LUMO gap (alpha / beta) = 0.287 / 0.281 hartree

natural (NBO) atomic charge list, values in e, 2 entries: -0.2778 -0.4601

***

Decreasing stability: arrangement B, arrangement C, arrangement A, arrangement D

***

Arrangement A

Below is a cluster of 2 separate species, CH4N3O2 in total, with properties calculated with ωB97M-V/def2-TZVPD.

Element x y z (Å)
1 C -0.64 -1.27 -0.78
2 N 0.85 1.71 0.74
3 N -0.65 -0.81 -1.84
4 N -0.70 -1.41 0.44
5 O 0.83 0.76 1.51
6 O 0.36 1.67 -0.41
7 H 1.13 2.73 1.15
8 H -0.18 -0.58 -2.61
9 H -0.08 -0.61 0.81
10 H -0.91 -2.20 0.99

Values from the calculation:
Highest occupied orbital energy (alpha / beta) = -16.42 / -16.42 eV
Total charge = +1
HOMO-LUMO gap (alpha / beta) = 0.422 / 0.422 hartree

natural (NBO) atomic charge list, values in e, 2 entries: 0.7667 0.3824

***

Arrangement B

Below is a cluster of 2 separate species, CH4N3O2 in total, with properties calculated with ωB97M-V/def2-TZVPD.

Element x y z (Å)
1 C -0.42 -0.01 -0.06
2 N -0.88 -1.20 -0.32
3 N -0.79 1.21 0.08
4 N 1.65 -0.05 0.05
5 O 2.05 -1.11 0.24
6 O 1.93 1.02 -0.15
7 H -1.72 -1.49 0.03
8 H -0.02 -1.86 -0.13
9 H -1.74 1.59 0.39
10 H -0.06 1.91 -0.13

Values from the calculation:
Highest occupied orbital energy = -15.34 eV
Total charge = +1
HOMO-LUMO gap = 0.373 hartree

natural (NBO) atomic charge list, values in e, 2 entries: 0.4976 -0.7252

***

Decreasing stability: arrangement A, arrangement B

***

Arrangement A

Below is a cluster of 2 separate species, C5H11N in total, with properties calculated with ωB97M-V/def2-TZVPD.

Element x y z (Å)
1 C -1.11 -0.78 0.97
2 C -0.37 -2.02 1.05
3 C 0.92 -2.14 0.69
4 H -0.55 -0.21 0.31
5 H -2.13 -0.79 0.58
6 H -1.14 -0.44 1.96
7 H -0.99 -2.89 1.33
8 H 1.39 -3.20 0.56
9 H 1.49 -1.43 0.22
10 C -0.59 2.20 -1.41
11 C 1.32 1.14 -0.34
12 N 0.39 2.00 -0.27
13 H -0.32 3.16 -1.87
14 H -1.52 2.31 -0.92
15 H -0.49 1.40 -2.10
16 H 1.98 0.92 0.52
17 H 1.72 0.78 -1.28

Values from the calculation:
Highest occupied orbital energy (alpha / beta) = -13.09 / -13.01 eV
Total charge = +1
HOMO-LUMO gap (alpha / beta) = 0.275 / 0.140 hartree
Multiplicity = 2

natural (NBO) atomic charge list, values in e, 2 entries: -0.6493 -0.1338

***

Arrangement B

Below is a structure of composition C5H11N, with properties calculated with ωB97M-V/def2-TZVPD.

Element x y z (Å)
1 C 1.16 -1.96 1.01
2 C 1.11 -0.44 0.79
3 N -1.51 0.19 -1.67
4 C -0.67 0.70 -0.64
5 C -0.30 0.03 0.61
6 C -0.28 2.06 -0.88
7 H 0.64 -2.24 1.92
8 H 0.69 -2.48 0.17
9 H 2.18 -2.33 1.09
10 H 1.68 -0.19 -0.11
11 H 1.61 0.06 1.63
12 H -2.47 0.48 -1.55
13 H -1.50 -0.83 -1.61
14 H -0.95 0.18 1.46
15 H 0.46 2.56 -0.27
16 H -0.64 2.45 -1.82
17 H -1.22 1.78 -0.14

Values from the calculation:
Highest occupied orbital energy (alpha / beta) = -13.59 / -15.70 eV
Total charge = +1
HOMO-LUMO gap (alpha / beta) = 0.313 / 0.377 hartree
Multiplicity = 2

Löwdin atomic charge list, values in e, 2 entries: -0.0785 -0.2340

***

Decreasing stability: arrangement B, arrangement A

***

Arrangement A

Below is the ion C5H11N with charge +1, with properties calculated with ωB97M-V/def2-TZVPD.

Element x y z (Å)
1 C -1.47 0.02 1.41
2 N -0.14 -0.69 1.35
3 C 0.57 -0.38 0.09
4 C -0.28 -0.47 -1.11
5 C -0.29 0.62 -2.07
6 C 1.65 0.63 0.26
7 H -1.21 1.08 1.13
8 H -2.12 -0.26 0.59
9 H -1.95 -0.01 2.38
10 H 0.45 -0.39 2.11
11 H -0.50 -1.48 -1.49
12 H -1.09 0.82 -2.78
13 H -0.06 1.56 -1.55
14 H 0.72 0.10 -2.06
15 H 2.51 0.31 0.87
16 H 1.41 1.69 0.37
17 H 1.47 -0.89 -0.34

Values from the calculation:
Highest occupied orbital energy (alpha / beta) = -13.32 / -13.38 eV
Total charge = +1
HOMO-LUMO gap (alpha / beta) = 0.259 / 0.261 hartree
Multiplicity = 2

natural (NBO) atomic charge list, values in e, 2 entries: -0.4112 -0.5752

***

Arrangement B

Below is the ion C5H11N with charge +1, with properties calculated with ωB97M-V/def2-TZVPD.

Element x y z (Å)
1 C 0.36 2.70 0.92
2 N -0.18 1.33 0.97
3 C -0.98 0.71 -0.11
4 C 0.62 -2.79 -0.79
5 C 0.02 -1.41 -0.82
6 C -0.90 -0.81 -0.06
7 H 0.83 2.92 1.88
8 H 1.12 2.76 0.13
9 H -0.48 3.37 0.76
10 H 0.64 0.70 0.97
11 H -0.47 1.05 -1.03
12 H -2.04 0.95 -0.07
13 H 0.00 -3.52 -1.34
14 H 1.64 -2.82 -1.14
15 H 0.52 -3.24 0.21
16 H 0.71 -0.71 -1.30
17 H -1.40 -1.18 0.82

Values from the calculation:
Highest occupied orbital energy (alpha / beta) = -14.10 / -14.05 eV
Total charge = +1
HOMO-LUMO gap (alpha / beta) = 0.404 / 0.214 hartree
Multiplicity = 2

natural (NBO) atomic charge list, values in e, 2 entries: -0.4684 -0.0778

***

Decreasing stability: arrangement B, arrangement A

***

Arrangement A

Below is the molecule C3H10NO2P, with properties calculated with ωB97M-V/def2-TZVPD.

Element x y z (Å)
1 C -0.74 -0.49 0.93
2 C 0.06 0.27 -0.15
3 C 1.50 -0.26 -0.24
4 N 0.13 1.73 0.24
5 P -0.77 0.21 -1.78
6 O -0.13 0.91 -2.88
7 O -2.23 0.80 -1.47
8 H -1.72 -0.05 0.92
9 H -0.23 -0.46 1.81
10 H -0.81 -1.64 0.75
11 H 2.12 -0.14 0.55
12 H 1.92 0.17 -1.03
13 H 1.39 -1.26 -0.51
14 H 0.33 1.94 1.19
15 H 0.77 2.11 -0.41
16 H -1.11 -1.42 -1.92
17 H -2.24 1.17 -0.61

Values from the calculation:
Highest occupied orbital energy = -9.76 eV
HOMO-LUMO gap = 0.385 hartree

natural (NBO) atomic charge list, values in e, 2 entries: -0.6104 -0.2386

***

Arrangement B

Below is the molecule C3H10NO2P, with properties calculated with ωB97M-V/def2-TZVPD.

Element x y z (Å)
1 C -0.24 2.06 0.83
2 N 0.14 1.15 -0.32
3 P -0.74 -0.32 -0.20
4 C -0.59 -1.15 -1.81
5 O -2.13 -0.13 0.20
6 O 0.03 -1.27 0.88
7 C 1.41 -1.18 0.99
8 H 0.11 1.56 1.73
9 H -0.01 3.15 0.75
10 H -1.32 2.21 1.13
11 H -0.21 1.60 -1.16
12 H -0.30 -2.18 -1.55
13 H -1.56 -1.23 -2.20
14 H -0.03 -0.63 -2.51
15 H 1.98 -2.13 0.83
16 H 1.58 -1.04 2.02
17 H 1.90 -0.45 0.39

Values from the calculation:
Highest occupied orbital energy = -9.90 eV
HOMO-LUMO gap = 0.395 hartree

natural (NBO) atomic charge list, values in e, 2 entries: -0.4553 -0.9660

***

Decreasing stability: arrangement B, arrangement A

***

Arrangement A

Below is a cluster of 2 separate species, C3H11NO2 in total, with properties calculated with ωB97M-V/def2-TZVPD.

Element x y z (Å)
1 C 0.13 0.08 -2.55
2 N 0.02 0.58 -1.15
3 C 0.99 -0.15 -0.29
4 C 0.95 0.41 1.11
5 O 0.32 -0.54 1.98
6 H -0.19 -0.97 -2.55
7 H 1.18 0.14 -2.82
8 H -0.55 0.68 -3.15
9 H -0.88 0.25 -0.79
10 H 0.75 -1.22 -0.22
11 H 1.95 0.01 -0.77
12 H 1.91 0.70 1.51
13 H 0.47 1.40 1.11
14 H 0.18 -0.09 2.82
15 O -2.63 -0.50 2.22
16 H -1.80 -0.03 2.22
17 H -2.81 -0.76 1.31

Values from the calculation:
Highest occupied orbital energy = -9.31 eV
HOMO-LUMO gap = 0.370 hartree

natural (NBO) atomic charge list, values in e, 2 entries: -0.4178 -0.6039

***

Arrangement B

Below is a cluster of 3 separate species, C3H11NO2 in total, with properties calculated with ωB97M-V/def2-TZVPD.

Element x y z (Å)
1 C 1.30 -0.61 -2.21
2 C 0.71 -0.59 -0.85
3 C 0.87 -1.53 0.11
4 N 0.09 -1.68 1.31
5 H 1.80 -1.61 -2.27
6 H 2.02 0.20 -2.36
7 H 0.61 -0.47 -3.15
8 H 0.37 0.43 -0.57
9 H 1.65 -2.39 0.12
10 H 0.30 -2.49 1.91
11 H -0.40 -0.93 1.66
12 O -2.07 0.58 1.85
13 H -1.87 1.34 1.31
14 H -2.93 0.71 2.30
15 O -1.19 2.99 0.36
16 H -0.62 3.81 0.35
17 H -0.62 2.24 0.13

Values from the calculation:
Highest occupied orbital energy = -7.62 eV
HOMO-LUMO gap = 0.303 hartree

natural (NBO) atomic charge list, values in e, 2 entries: -0.6243 -0.3251

***

Decreasing stability: arrangement A, arrangement B